ORCA calculation (ωB97M-V/def2-TZVPD) on a 2-piece molecular cluster, C2HBr3 overall in a non-equilibrium geometry.

Properties
F_max, eV/A: 5.223
Net charge: 0
Energy above the lowest of the compared OMol25 structures with the same formula, charge and spin, eV: 3.328
E, eV: -212213.0537

Geometry as XYZ:
```
6
Properties=species:S:1:pos:R:3:forces:R:3
C -0.954 0.380 -0.020 5.203 0.428 -0.167
C -0.078 -0.600 -0.029 0.631 0.196 0.128
Br -0.338 2.198 -0.067 -0.255 -0.647 0.013
Br 0.291 -2.369 -0.013 -0.430 0.821 -0.021
Br 3.033 0.063 0.088 -1.760 -0.153 -0.089
H -1.955 0.329 0.041 -3.390 -0.644 0.135
```
Forces are in eV/Å.

=====

ORCA calculation (ωB97M-V/def2-TZVPD) on C2HBr5OS as an isolated structure in a non-equilibrium geometry.

Properties
F_max, eV/A: 3.805
Spin multiplicity: 3
Net charge: 0
E, eV: -365180.9439

Geometry as XYZ:
```
10
Properties=species:S:1:pos:R:3:forces:R:3
C 1.247 1.731 -0.174 1.649 -2.986 1.685
C -0.664 -1.688 0.139 -0.213 1.107 0.352
O -1.888 0.657 0.017 -0.988 -0.019 -0.361
S -1.351 -0.307 -0.959 -0.408 -0.858 0.477
Br -0.081 2.582 0.679 -0.268 1.360 0.803
Br 1.977 2.349 -1.700 0.437 0.381 -1.013
Br -0.318 -0.959 1.858 0.174 0.632 0.930
Br -1.673 -3.245 0.487 -0.627 -0.703 -0.714
Br 0.978 -1.945 -0.703 1.451 -0.993 -0.999
H 1.774 0.825 0.356 -1.210 2.080 -1.161
```
Forces are in eV/Å.

=====

ORCA calculation (ωB97M-V/def2-TZVPD) on C2HBr5S as an isolated structure in a non-equilibrium geometry.

Properties
F_max, eV/A: 2.310
Net charge: 0
Energy above the lowest of the compared OMol25 structures with the same formula, charge and spin, eV: 0.312
E, eV: -363136.4393

Geometry as XYZ:
```
9
Properties=species:S:1:pos:R:3:forces:R:3
C 1.754 -0.337 0.023 -1.288 -1.499 -0.224
C 3.119 0.250 -0.059 0.273 1.607 1.223
S 0.419 0.915 0.073 0.339 -0.383 1.654
Br 1.624 -1.513 1.585 -0.316 0.068 -0.074
Br 1.668 -1.553 -1.596 -0.782 0.546 0.696
Br 4.487 -1.034 0.116 0.861 -0.100 -0.257
Br 3.230 1.527 1.492 0.797 -0.234 -0.128
Br 3.175 1.332 -1.618 0.788 0.420 -0.722
H 0.709 1.207 1.463 -0.672 -0.425 -2.169
```
Forces are in eV/Å.

=====

ORCA calculation (ωB97M-V/def2-TZVPD) on one molecule with the formula C2HBrClNO2 in a non-equilibrium geometry.

Properties
F_max, eV/A: 1.792
Net charge: 0
Energy above the lowest of the compared OMol25 structures with the same formula, charge and spin, eV: 2.038
SMILES: O=[N+]([O-])/C=C(/Cl)Br
E, eV: -90235.9931

Geometry as XYZ:
```
8
Properties=species:S:1:pos:R:3:forces:R:3
O 0.527 -2.147 0.174 -0.930 0.113 -0.439
N -0.524 -1.698 -0.274 0.159 0.415 0.663
O -1.425 -2.319 -0.790 0.503 0.038 0.253
C -0.598 -0.200 -0.205 0.545 -0.300 -1.680
C -1.725 0.510 -0.167 -0.817 -0.913 1.031
Cl -1.829 2.215 -0.334 0.299 -0.519 -0.023
Br -3.396 -0.336 0.382 0.987 0.708 -0.451
H 0.393 0.126 -0.561 -0.747 0.459 0.648
```
Forces are in eV/Å.

=====

ORCA calculation (ωB97M-V/def2-TZVPD) on a 2-piece molecular cluster, C2HBrF2S overall in a non-equilibrium geometry.

Properties
F_max, eV/A: 4.898
Net charge: 0
Energy above the lowest of the compared OMol25 structures with the same formula, charge and spin, eV: 1.467
E, eV: -88400.4755

Geometry as XYZ:
```
7
Properties=species:S:1:pos:R:3:forces:R:3
C -0.602 -0.311 0.720 2.385 -0.352 -4.264
C -0.546 0.930 1.447 -1.778 0.950 0.780
F 0.033 1.983 0.908 1.012 0.391 -0.077
F -1.677 1.391 2.051 0.022 -0.006 -0.348
S 0.181 -0.391 2.328 1.269 -0.399 0.102
Br -2.254 -1.157 0.451 -0.345 -0.299 -0.253
H 0.215 -0.278 -0.496 -2.565 -0.285 4.060
```
Forces are in eV/Å.

=====

ORCA calculation (ωB97M-V/def2-TZVPD) on a 2-piece molecular cluster, C2HBrF3I overall.

Properties
F_max, eV/A: 0.810
Net charge: 0
Energy above the lowest of the compared OMol25 structures with the same formula, charge and spin, eV: 1.162
E, eV: -88384.0466

Geometry as XYZ:
```
8
Properties=species:S:1:pos:R:3:forces:R:3
C -0.074 -0.714 0.132 -0.775 0.230 0.053
C 0.001 -0.333 1.574 0.059 0.112 0.660
F -0.625 0.825 1.807 -0.097 0.095 -0.215
F 1.277 -0.153 1.975 0.187 -0.115 -0.203
F -0.525 -1.253 2.390 -0.042 -0.126 -0.167
Br 0.508 -2.370 -0.370 -0.023 -0.093 -0.017
I -3.266 -0.342 -0.002 0.674 -0.155 -0.039
H -0.028 0.080 -0.595 0.017 0.053 -0.072
```
Forces are in eV/Å.

=====

Which value of net charge does entry 6 give? 0